A:
A cluster of 2 separate species, C4H11N2O in total. Source: the Open Molecules 2025 dataset; level of theory: ωB97M-V/def2-TZVPD.

Computed properties:
Highest occupied orbital energy (spin up / spin down), eV: -2.6 / -2.8
Lowest unoccupied orbital energy (spin up / spin down), eV: 4.04 / 3.89
Net charge: -1
HOMO-LUMO gap (spin up / spin down), eV: 6.68 / 6.68

Each line ends with the Mulliken charge.
CARTESIAN COORDINATES (ANGSTROEM)
C 0.702 0.817 -1.023  -1.64
C 0.624 -1.617 -0.094  -1.98
C -1.227 -0.138 -0.278  -1.47
C 0.172 -0.123 0.095  2.11
N -0.032 1.354 1.941  -0.59
N 0.612 0.277 1.392  -0.44
O -1.407 -1.314 2.127  -0.94
H 0.114 1.627 -1.390  0.33
H 1.594 1.248 -0.541  0.44
H 1.017 0.177 -1.780  0.37
H -0.012 -2.323 0.446  0.34
H 1.535 -1.808 0.480  0.47
H 0.734 -1.945 -1.089  0.40
H -2.167 -0.823 2.072  0.14
H -1.950 0.694 -0.144  0.42
H -1.632 -1.127 -0.173  0.46
H -1.040 1.099 1.775  0.24
H 0.079 1.313 2.948  0.33

B:
The ion C4H11N2O with charge -1. Source: the Open Molecules 2025 dataset; level of theory: ωB97M-V/def2-TZVPD.

Computed properties:
Highest occupied orbital energy, eV: -2.9
Lowest unoccupied orbital energy, eV: 4.25
Net charge: -1
HOMO-LUMO gap, eV: 7.16

Each line ends with the Mulliken charge.
CARTESIAN COORDINATES (ANGSTROEM)
C 0.472 -0.715 1.069  -0.64
C 1.372 0.292 0.299  -0.41
C 0.882 1.733 0.483  -0.91
N -0.399 2.008 -0.119  -0.71
N -0.106 -1.813 0.304  -0.60
C -0.775 -1.310 -0.962  -0.47
O -1.706 -0.356 -0.799  -0.92
H 1.098 -1.173 1.865  0.35
H -0.319 -0.139 1.548  0.44
H 1.368 0.105 -0.789  0.25
H 2.368 0.203 0.702  0.31
H 0.841 1.907 1.548  0.35
H 1.631 2.426 0.116  0.42
H -0.271 2.285 -1.100  0.23
H -0.943 1.145 -0.150  0.42
H -0.844 -2.109 0.914  0.27
H 0.113 -0.972 -1.584  0.25
H -1.107 -2.275 -1.398  0.37

Most stable = B

A:
A cluster of 3 separate species, C4H13N2O2 in total. Source: the Open Molecules 2025 dataset; level of theory: ωB97M-V/def2-TZVPD.

Computed properties:
Highest occupied orbital energy, eV: -14.1
Lowest unoccupied orbital energy, eV: -3.52
Net charge: +1
HOMO-LUMO gap, eV: 10.59

Each line ends with the Mulliken charge.
CARTESIAN COORDINATES (ANGSTROEM)
C -1.130 1.996 -1.184  -1.03
C 0.719 -1.356 -1.870  -0.72
C -1.909 0.984 -0.333  0.26
C 0.697 -0.941 -0.631  0.62
N 0.761 -0.766 0.602  -0.08
N 2.739 -1.167 2.235  -0.95
O -1.566 0.947 1.092  -0.60
O -1.773 -0.284 -0.949  -0.54
H -0.234 2.277 -0.562  0.21
H -0.875 1.528 -2.041  0.26
H -1.908 2.797 -1.245  0.36
H 0.683 -0.687 -2.794  0.26
H 0.873 -2.356 -1.979  0.31
H 3.356 -0.362 2.425  0.29
H -2.999 1.321 -0.468  0.48
H 1.630 -0.797 1.200  0.40
H 0.026 -0.472 1.151  0.25
H -2.651 -0.610 -1.218  0.30
H 2.468 -1.601 3.158  0.30
H 3.360 -1.854 1.816  0.29
H -2.267 1.402 1.596  0.31

B:
A cluster of 2 separate species, C4H13N2O2 in total. Source: the Open Molecules 2025 dataset; level of theory: ωB97M-V/def2-TZVPD.

Computed properties:
Highest occupied orbital energy, eV: -12.6
Lowest unoccupied orbital energy, eV: -3.39
Net charge: +1
HOMO-LUMO gap, eV: 9.23

Each line ends with the Mulliken charge.
CARTESIAN COORDINATES (ANGSTROEM)
O 0.402 -0.286 1.820  -0.52
C -0.763 -0.367 1.466  -0.11
C -0.796 -0.973 -0.001  0.26
C -0.224 0.225 -0.836  -0.82
C 0.894 -0.065 -1.788  -0.83
N 2.160 -0.230 -0.931  -0.27
N -2.162 -1.285 -0.445  -0.59
H -1.454 -0.511 2.372  0.34
H -0.138 -1.822 -0.073  0.40
H 0.233 1.026 -0.170  0.32
H -1.046 0.952 -0.916  0.51
H 0.993 0.790 -2.455  0.36
H 0.784 -0.942 -2.419  0.39
H 1.963 -0.086 0.079  0.29
H 2.798 0.546 -1.158  0.37
H 2.673 -1.115 -0.975  0.37
H -2.678 -0.422 -0.436  0.24
H -2.539 -2.093 0.018  0.26
H -0.904 2.848 2.254  0.31
H 0.038 1.599 2.637  0.32
O -0.235 2.210 1.956  -0.60

C:
A cluster of 3 separate species, C4H13N2O2 in total. Source: the Open Molecules 2025 dataset; level of theory: ωB97M-V/def2-TZVPD.

Computed properties:
Highest occupied orbital energy, eV: -12.3
Lowest unoccupied orbital energy, eV: -8.18
Net charge: +1
HOMO-LUMO gap, eV: 4.10

Each line ends with the Mulliken charge.
CARTESIAN COORDINATES (ANGSTROEM)
O -0.700 -0.013 0.435  -0.45
C -0.351 1.098 0.178  -0.02
C 0.858 1.443 -0.611  0.05
C 1.632 0.586 -1.403  -0.50
C 2.097 -0.791 -0.635  -0.42
N 3.126 -0.412 0.269  -0.52
N -5.525 -0.388 -0.090  -0.65
H -0.954 1.950 0.518  0.41
H 1.033 2.516 -0.701  0.39
H 2.517 1.095 -1.777  0.36
H 1.021 0.247 -2.262  0.39
H 2.453 -1.473 -1.399  0.43
H 1.195 -1.171 -0.171  0.26
H 3.756 -1.196 0.418  0.28
H 2.684 -0.291 1.183  0.32
H -6.087 0.428 0.118  0.23
H -4.752 -0.052 -0.647  0.20
H -6.097 -0.984 -0.678  0.23
H 0.370 -0.800 1.697  0.30
H 0.718 -1.157 3.158  0.31
O 1.006 -0.635 2.402  -0.62

Most stable = B

A:
A cluster of 2 separate species, CH6N2 in total. Source: the Open Molecules 2025 dataset; level of theory: ωB97M-V/def2-TZVPD.

Computed properties:
Highest occupied orbital energy (spin up / spin down), eV: -7.6 / -9.5
Lowest unoccupied orbital energy (spin up / spin down), eV: 0.24 / 0.94
Net charge: 0
HOMO-LUMO gap (spin up / spin down), eV: 7.88 / 10.47

Each line ends with the Mulliken charge.
CARTESIAN COORDINATES (ANGSTROEM)
C 0.385 -0.609 0.686  -0.81
N -1.353 0.466 -0.378  -0.23
N -0.447 -0.505 -0.475  -0.35
H 1.031 -1.578 0.495  0.23
H 0.839 0.321 0.827  0.37
H -0.315 -0.784 1.459  0.35
H -1.505 1.071 -1.159  0.22
H -1.443 0.973 0.438  0.22
H 1.844 0.291 -1.651  0.00

B:
A cluster of 2 separate species, CH6N2 in total. Source: the Open Molecules 2025 dataset; level of theory: ωB97M-V/def2-TZVPD.

Computed properties:
Highest occupied orbital energy, eV: -9.6
Lowest unoccupied orbital energy, eV: 1.24
Net charge: 0
HOMO-LUMO gap, eV: 10.86

Each line ends with the Mulliken charge.
CARTESIAN COORDINATES (ANGSTROEM)
N 0.779 1.737 6.952  -0.62
H 1.120 0.907 7.407  0.21
H -0.047 2.271 7.123  0.20
H 0.841 1.432 5.986  0.20
C -0.399 -1.405 -5.854  -0.21
N -1.165 -1.551 -4.861  -0.48
H -0.681 -1.618 -6.887  0.23
H 0.592 -0.939 -5.716  0.20
H -1.040 -0.834 -4.150  0.25

C:
A cluster of 2 separate species, CH6N2 in total. Source: the Open Molecules 2025 dataset; level of theory: ωB97M-V/def2-TZVPD.

Computed properties:
Highest occupied orbital energy, eV: -8.3
Lowest unoccupied orbital energy, eV: 0.86
Net charge: 0
HOMO-LUMO gap, eV: 9.17

Each line ends with the Mulliken charge.
CARTESIAN COORDINATES (ANGSTROEM)
C -0.287 1.722 -0.291  -0.94
N 0.431 -2.114 0.339  -0.02
N -0.282 -1.144 0.415  -0.44
H 0.397 1.993 -1.086  0.22
H -0.027 0.862 0.341  0.28
H -1.257 1.368 -0.630  0.20
H -0.024 -3.110 0.545  0.24
H 1.379 -2.205 0.072  0.19
H -0.330 2.628 0.295  0.27

Most stable = B

A:
A cluster of 2 separate species, CH6N2 in total. Source: the Open Molecules 2025 dataset; level of theory: ωB97M-V/def2-TZVPD.

Computed properties:
Highest occupied orbital energy, eV: -8.5
Lowest unoccupied orbital energy, eV: 0.91
Net charge: 0
HOMO-LUMO gap, eV: 9.42

Each line ends with the Mulliken charge.
CARTESIAN COORDINATES (ANGSTROEM)
C -2.523 -0.092 -0.049  -0.88
H -3.399 0.398 0.386  0.23
H -2.007 0.617 -0.708  0.21
H -2.812 -0.973 -0.642  0.22
H -1.855 -0.400 0.768  0.21
H 4.277 0.857 0.036  0.20
H 1.846 0.089 0.313  0.17
N 3.800 -0.038 -0.115  -0.20
N 2.674 -0.458 0.011  -0.16

B:
A cluster of 2 separate species, CH6N2 in total. Source: the Open Molecules 2025 dataset; level of theory: ωB97M-V/def2-TZVPD.

Computed properties:
Highest occupied orbital energy (spin up / spin down), eV: -7.7 / -8.0
Lowest unoccupied orbital energy (spin up / spin down), eV: 0.78 / 0.75
Net charge: 0
HOMO-LUMO gap (spin up / spin down), eV: 8.49 / 8.75

Each line ends with the Mulliken charge.
CARTESIAN COORDINATES (ANGSTROEM)
C 1.148 0.649 -0.157  -0.78
N -1.206 -0.808 0.582  -0.35
N -0.471 -0.832 -0.632  -0.39
H 1.131 0.394 0.834  0.33
H 1.951 0.235 -0.705  0.24
H 0.734 1.573 -0.560  0.25
H -0.466 -0.754 1.373  0.27
H -1.935 -0.077 0.663  0.22
H -0.886 -0.382 -1.397  0.21

Most stable = A